Density functional theory data (ωB97M-V/def2-TZVPD) for a cluster of 2 separate species, C4H8N2 in total at a distorted geometry.

Summary:
2S+1: 1
HOMO-LUMO gap: 0.3434 Ha
HOMO energy: -8.457 eV
SMILES: CC=C=N.C=N
Relative energy (zero: lowest compared OMol25 entry of this formula, charge and spin): 64.7 kcal per mole

Cartesian coordinates (Å):
1 N -0.525 -1.155 1.517
2 N -1.596 1.300 0.133
3 C -1.047 -2.288 1.403
4 C -0.557 1.177 -0.518
5 C 0.520 0.634 -1.005
6 C 1.892 1.143 -1.042
7 H 2.184 1.592 -0.108
8 H -2.124 -2.634 1.383
9 H -0.326 -3.148 1.424
10 H 2.133 1.881 -1.804
11 H -2.450 1.794 -0.190
12 H 0.480 -0.246 -1.557
13 H -1.128 -0.375 1.546
14 H 2.543 0.325 -1.183

Atoms 1-2, force components in eV/Å:
N 0.97 -0.86 0.06
N -0.36 0.50 -0.04

---

Density functional theory data (ωB97M-V/def2-TZVPD) for a structure of composition C5H28B2CrO5 at a distorted geometry.

Summary:
⟨S²⟩: 6.01
2S+1: 5
HOMO-LUMO gap (spin up / spin down): 0.2693 / 0.3673 Ha
HOMO energy (spin up / spin down): -6.856 / -9.555 eV

Cartesian coordinates (Å):
1 Cr -0.203 -0.195 0.227
2 O -0.629 -1.103 -1.713
3 O 0.362 -0.571 2.291
4 O 0.474 -2.292 0.260
5 O -0.169 1.763 1.086
6 O -1.184 1.824 -1.739
7 C 1.680 -2.900 0.642
8 C 0.721 2.833 0.829
9 C -1.859 -1.751 -1.922
10 C 1.301 -0.148 3.191
11 C -0.653 2.278 -2.917
12 B -2.295 -0.293 0.848
13 B 1.761 0.197 -0.767
14 H -0.459 3.351 -2.902
15 H -2.109 0.165 1.807
16 H 1.716 2.562 1.180
17 H 1.718 -0.016 0.290
18 H 1.785 0.775 2.873
19 H 2.133 -3.355 -0.239
20 H -1.947 0.391 0.090
21 H -0.661 2.048 1.860
22 H 0.335 1.839 -3.050
23 H -2.271 -2.288 -1.068
24 H 2.101 -0.888 3.194
25 H -1.802 -2.451 -2.755
26 H 0.848 -0.014 4.174
27 H -1.230 1.957 -3.784
28 H 0.040 -3.021 -0.190
29 H -3.342 -0.500 0.690
30 H 0.485 3.736 1.393
31 H 1.856 -0.754 -1.269
32 H 2.596 0.831 -1.023
33 H 2.425 -2.212 1.043
34 H 0.836 0.667 -1.063
35 H -2.604 -1.020 -2.237
36 H -1.682 -1.178 0.769
37 H -0.313 -0.912 -2.599
38 H -1.910 2.409 -1.512
39 H -0.121 -1.181 2.855
40 H 0.834 3.077 -0.228
41 H 1.436 -3.661 1.383

Atoms 1-2, force components in eV/Å:
Cr 0.59 0.41 -0.90
O -0.41 -0.80 -0.37

---

Density functional theory data (ωB97M-V/def2-TZVPD) for a cluster of 2 separate species, C21H31F9NO3S in total.

Summary:
2S+1: 1
Net charge: +1
HOMO-LUMO gap: 0.3243 Ha
HOMO energy: -13.130 eV

Cartesian coordinates (Å):
1 S 4.924 1.644 -0.936
2 F 5.180 0.794 -2.249
3 F 3.843 2.946 -2.964
4 F 4.677 2.472 0.382
5 F 6.167 0.966 -0.274
6 F 5.847 2.797 -1.487
7 F 2.934 3.415 -1.054
8 F 2.628 0.293 -2.600
9 F 1.548 1.250 -0.961
10 F 4.003 0.484 -0.354
11 O -2.531 0.498 -1.255
12 O -0.039 -3.647 -5.949
13 O 1.903 -2.476 -5.797
14 N -0.724 -0.643 -2.046
15 C -0.165 1.581 -3.054
16 C 0.246 -0.580 -4.186
17 C 0.845 -3.119 0.180
18 C -1.256 0.072 -0.881
19 C 0.204 -1.962 -4.245
20 C -3.178 0.548 6.228
21 C -0.182 -0.604 4.273
22 C 1.266 2.146 -3.125
23 C -0.331 -2.668 -3.180
24 C -2.268 0.858 3.867
25 C -3.176 1.277 -0.242
26 C -2.349 1.415 5.285
27 C 3.418 2.423 -1.812
28 C -0.437 -2.795 0.270
29 C -0.223 0.079 -3.080
30 C 2.207 1.489 -2.130
31 C 0.793 0.320 3.548
32 C 0.781 -2.682 -5.437
33 C -0.797 -1.999 -2.077
34 C -1.376 -2.755 -0.920
35 C -1.610 -0.516 3.741
36 H 1.807 0.196 3.930
37 H -4.235 1.043 -0.277
38 H -0.397 -3.746 -3.203
39 H 1.688 2.083 -4.123
40 H -1.604 -0.794 2.677
41 H -0.580 -3.290 -6.665
42 H -0.856 -2.550 1.239
43 H -2.225 -1.267 4.243
44 H 1.205 3.203 -2.864
45 H 0.670 -0.019 -5.005
46 H -1.279 -0.591 -0.020
47 H -2.741 -0.443 6.356
48 H 1.294 -3.341 -0.781
49 H -0.694 2.015 -2.216
50 H -3.281 0.790 3.453
51 H -3.245 1.005 7.215
52 H -3.034 2.339 -0.445
53 H -2.789 2.414 5.238
54 H -0.596 0.903 -0.643
55 H 0.525 1.370 3.671
56 H -2.791 1.043 0.752
57 H -0.169 -0.385 5.343
58 H -2.321 -2.291 -0.635
59 H 0.164 -1.636 4.171
60 H -1.344 1.544 5.694
61 H -1.596 -3.762 -1.264
62 H -1.728 1.572 3.234
63 H -4.195 0.423 5.850
64 H 1.457 -3.168 1.068
65 H 0.814 0.100 2.476
66 H -0.697 1.917 -3.946

Atoms 1-2, force components in eV/Å:
S -0.12 -0.01 -0.08
F 0.03 -0.04 -0.04

---

Density functional theory data (ωB97M-V/def2-TZVPD) for a structure of composition C13H19NO2S3 at a distorted geometry.

Summary:
2S+1: 1
HOMO-LUMO gap: 0.3235 Ha
HOMO energy: -8.685 eV
Relative energy (zero: lowest compared OMol25 entry of this formula, charge and spin): 210.0 kcal per mole

Cartesian coordinates (Å):
1 S 1.826 2.156 -1.173
2 S -3.400 0.290 0.255
3 S 1.082 2.066 1.567
4 O 1.394 -0.752 0.954
5 O 3.544 -1.032 1.325
6 N -0.604 2.472 -0.178
7 C 1.796 -2.241 -0.985
8 C -0.483 -1.486 -1.911
9 C 1.294 -2.028 0.451
10 C -1.192 2.538 -1.665
11 C 2.844 1.158 1.441
12 C 0.704 2.003 -0.142
13 C -2.385 -1.166 2.007
14 C -3.220 -1.160 0.937
15 C -1.498 2.419 0.797
16 C -1.663 -0.016 1.872
17 C -2.108 0.957 1.192
18 C 2.671 -0.271 1.102
19 C 1.141 -1.429 -2.003
20 H -0.937 -0.885 -2.556
21 H 3.416 1.522 2.284
22 H -1.573 3.392 -1.583
23 H 0.113 -2.222 0.689
24 H 1.326 -1.778 -2.980
25 H 1.829 -2.799 1.024
26 H -0.828 0.011 2.672
27 H -1.235 2.656 1.894
28 H 1.326 -3.396 -1.270
29 H 2.754 -2.210 -1.022
30 H -1.956 -2.086 2.464
31 H -2.001 1.758 -1.626
32 H -0.895 -0.878 -1.034
33 H -0.849 -2.508 -2.273
34 H 3.210 1.861 0.587
35 H 1.282 -0.518 -1.846
36 H -0.470 2.394 -2.156
37 H -2.402 3.120 0.552
38 H -3.856 -1.909 0.337

Atoms 1-2, force components in eV/Å:
S 3.08 -0.28 -4.94
S -0.26 2.97 -1.57